Below is the molecule C22H32N4O4S at a distorted geometry, with properties calculated with wB97M-V/def2-TZVPD.

```
63
Properties=species:S:1:pos:R:3
C -3.42 -3.94 -0.69
N -2.08 -4.29 -1.09
C -1.04 -3.94 -0.16
S -1.72 -3.96 -2.69
O -0.40 -4.44 -2.95
O -2.81 -4.45 -3.48
C -1.72 -2.16 -2.77
C -2.89 -1.50 -3.14
C -2.95 -0.13 -3.09
C -1.84 0.62 -2.65
C -0.66 -0.06 -2.29
C -0.62 -1.46 -2.36
C 0.54 0.64 -1.81
O 1.58 0.04 -1.58
C 0.35 2.07 -1.65
C 1.34 2.98 -1.00
O 1.05 4.15 -0.76
N 2.53 2.42 -0.74
C 3.52 3.07 0.08
C 3.86 2.25 1.32
C 2.62 1.97 2.19
N 1.72 1.03 1.57
C 2.10 -0.36 1.60
C 2.35 -1.02 2.98
C 1.37 -0.63 4.10
C -0.07 -0.38 3.65
C -0.28 1.04 3.13
C 0.31 1.28 1.73
C -0.83 2.64 -2.04
N -1.88 1.99 -2.56
C -3.05 2.72 -2.98
H -3.69 -4.52 0.19
H -3.52 -2.87 -0.47
H -4.08 -4.21 -1.51
H -1.17 -4.52 0.76
H -1.04 -2.87 0.09
H -0.09 -4.21 -0.61
H -3.73 -2.09 -3.47
H -3.85 0.37 -3.39
H 0.30 -1.96 -2.10
H 2.61 1.42 -0.89
H 4.44 3.22 -0.51
H 3.12 4.05 0.36
H 4.31 1.30 1.02
H 4.59 2.80 1.91
H 2.09 2.91 2.34
H 2.97 1.62 3.18
H 1.32 -0.91 1.08
H 3.01 -0.49 1.01
H 3.36 -0.79 3.31
H 2.30 -2.10 2.82
H 1.38 -1.43 4.84
H 1.73 0.27 4.60
H -0.36 -1.11 2.89
H -0.73 -0.53 4.51
H -1.36 1.25 3.07
H 0.15 1.75 3.83
H -0.22 0.64 1.01
H 0.12 2.32 1.44
H -0.92 3.71 -1.91
H -3.27 2.53 -4.03
H -3.92 2.45 -2.37
H -2.86 3.79 -2.86
```

HOMO-LUMO gap ... 7.5439 eV
LUMO level ... -0.173 eV
Total charge ... 0
SMILES ... CN(C)S(=O)(=O)c1ccc2c(c1)c(=O)c(C(=O)NCCCN1CCCCCC1)cn2C


Below is a 7-piece molecular cluster, C22H32N6OS overall at a distorted geometry, with properties calculated with wB97M-V/def2-TZVPD.

```
62
Properties=species:S:1:pos:R:3
C 3.46 3.58 1.07
S 4.81 2.43 0.65
O 4.39 2.03 -0.75
C 4.16 1.01 1.75
H 2.57 3.08 1.45
H 3.35 4.30 0.26
H 3.88 4.06 1.96
H 3.26 0.63 1.25
H 4.07 1.22 2.82
H 4.86 0.18 1.69
C 0.04 -0.82 1.85
C -1.19 -0.15 1.58
N -2.20 0.44 1.39
H 0.70 -0.23 1.21
H -0.05 -1.82 1.44
H 0.31 -0.88 2.90
C -4.29 -2.28 0.10
C -4.20 -3.48 0.94
N -4.22 -4.48 1.54
H -5.27 -1.85 0.26
H -4.12 -2.61 -0.92
H -3.44 -1.62 0.31
N -4.61 -0.64 -4.02
C -4.65 -0.23 -2.75
C -3.30 -0.14 -2.33
C -2.55 -0.90 -3.17
C -3.37 -1.11 -4.26
H -5.33 -0.62 -4.72
H -5.60 -0.03 -2.28
H -3.15 0.32 -1.37
H -1.50 -1.15 -3.19
H -3.30 -1.49 -5.27
N -1.40 2.54 -1.80
C -0.07 2.28 -1.68
C 0.65 3.04 -2.59
C -0.21 3.90 -3.17
C -1.47 3.55 -2.73
H -2.18 2.13 -1.31
H 0.19 1.54 -0.94
H 1.71 2.94 -2.80
H 0.07 4.65 -3.90
H -2.41 3.94 -3.10
N 1.57 -3.57 -3.53
C 0.27 -3.82 -3.14
C 0.10 -3.22 -1.94
C 1.32 -2.61 -1.56
C 2.18 -2.73 -2.63
H 2.15 -3.90 -4.29
H -0.43 -4.25 -3.84
H -0.82 -3.15 -1.38
H 1.40 -2.03 -0.65
H 3.17 -2.39 -2.92
N 1.03 0.32 5.46
C 1.99 0.96 4.81
C 3.17 0.77 5.53
C 2.85 0.04 6.68
C 1.47 -0.16 6.65
H 0.04 0.39 5.27
H 1.67 1.63 4.03
H 4.15 1.15 5.31
H 3.61 -0.19 7.42
H 0.73 -0.50 7.36
```

HOMO-LUMO gap (alpha / beta) ... 1.8322 / 7.8101 eV
LUMO level (alpha / beta) ... 2.345 / 2.239 eV
Total charge ... -1
2S+1 ... 2


Below is a 14-piece molecular cluster, C22H33Cl39FNO3P overall, with properties calculated with wB97M-V/def2-TZVPD.

```
100
Properties=species:S:1:pos:R:3
C 2.85 -3.79 -1.96
C 2.04 -4.00 -3.23
C 2.27 -2.99 -4.35
C 1.73 -3.55 -5.67
P 1.64 -1.18 -4.03
C -0.22 -1.64 -3.89
C -0.86 -1.47 -2.51
C -0.74 -0.06 -1.95
O -0.33 -2.36 -1.51
C 3.51 -0.51 -4.12
O 3.95 0.24 -4.95
N 4.52 -0.98 -3.08
C 4.69 -0.24 -1.96
O 5.73 0.05 -1.42
F 3.52 0.17 -1.43
H 3.92 -3.88 -2.15
H 2.67 -2.82 -1.51
H 2.59 -4.54 -1.21
H 0.97 -4.07 -3.01
H 2.32 -4.99 -3.62
H 3.36 -2.92 -4.48
H 0.80 -4.11 -5.52
H 1.58 -2.77 -6.42
H 2.45 -4.26 -6.09
H 1.82 -1.32 -2.59
H 1.28 0.24 -3.81
H 1.52 -0.92 -5.46
H -0.45 -2.66 -4.24
H -0.75 -0.95 -4.57
H -1.93 -1.72 -2.61
H -1.65 0.23 -1.42
H -0.47 0.67 -2.70
H 0.05 -0.13 -1.20
H -0.69 -3.24 -1.65
H 5.41 -1.21 -3.49
C 0.96 -6.89 2.51
Cl -0.03 -5.84 1.50
Cl 0.34 -8.54 2.50
Cl 2.64 -6.85 1.99
H 0.91 -6.52 3.52
C -3.95 2.00 0.76
Cl -5.01 3.06 -0.17
Cl -4.47 0.32 0.64
Cl -2.27 2.15 0.27
H -4.03 2.30 1.80
C -3.57 7.23 0.96
Cl -5.12 7.26 1.81
Cl -2.35 8.11 1.88
Cl -3.06 5.59 0.63
H -3.70 7.74 0.02
C -9.21 3.28 0.14
Cl -8.35 2.01 -0.72
Cl -9.73 2.73 1.74
Cl -8.21 4.74 0.29
H -10.09 3.54 -0.42
C 1.36 4.01 -1.48
Cl 2.68 4.31 -0.36
Cl 0.48 2.56 -1.03
Cl 0.28 5.41 -1.57
H 1.78 3.85 -2.47
C 1.92 -1.41 1.15
Cl 3.29 -1.15 2.24
Cl 1.13 -2.94 1.51
Cl 0.77 -0.09 1.26
H 2.31 -1.44 0.13
C -5.51 1.22 4.59
Cl -6.52 2.27 3.60
Cl -5.98 -0.47 4.38
Cl -3.81 1.45 4.19
H -5.65 1.49 5.62
C 6.47 -5.32 -4.22
Cl 5.70 -5.59 -5.78
Cl 6.49 -3.60 -3.82
Cl 5.68 -6.26 -2.96
H 7.50 -5.65 -4.29
C 4.92 6.43 -3.27
Cl 5.77 4.92 -2.94
Cl 5.44 7.12 -4.81
Cl 3.18 6.18 -3.24
H 5.17 7.13 -2.49
C -7.65 5.08 6.61
Cl -6.77 3.74 7.35
Cl -7.04 5.49 5.01
Cl -9.38 4.73 6.57
H -7.50 5.94 7.26
C -3.88 -4.76 2.88
Cl -3.67 -5.08 1.15
Cl -2.90 -5.87 3.84
Cl -3.49 -3.08 3.25
H -4.91 -4.93 3.12
C 1.45 -0.54 5.61
Cl 2.81 -0.23 6.70
Cl 0.70 -2.10 5.96
Cl 0.26 0.76 5.71
H 1.83 -0.56 4.60
C 4.99 3.38 6.50
Cl 3.98 3.10 5.09
Cl 5.40 5.09 6.65
Cl 4.20 2.80 7.97
H 5.91 2.83 6.37
```

HOMO-LUMO gap ... 5.5397 eV
LUMO level ... 1.446 eV
Total charge ... -1


Below is C22H33Cl5GdN6OSi as an isolated structure at a distorted geometry, with properties calculated with wB97M-V/def2-TZVPD.

```
69
Properties=species:S:1:pos:R:3
Gd -0.22 -0.99 -0.67
Cl -0.19 -2.91 3.94
C 1.25 -2.57 3.05
C 2.48 -2.86 3.62
C 3.64 -2.55 2.94
Cl 5.16 -2.90 3.67
C 3.58 -1.91 1.68
C 4.73 -1.51 0.98
C 4.60 -0.83 -0.20
C 3.31 -0.58 -0.69
N 2.20 -0.98 -0.09
C 2.31 -1.64 1.10
C 1.10 -2.00 1.78
O -0.07 -1.78 1.27
H 2.53 -3.32 4.59
H 5.71 -1.72 1.39
H 5.45 -0.48 -0.76
H 3.19 -0.01 -1.60
C -0.16 2.30 -1.97
N -1.13 1.20 -2.07
C -2.40 1.69 -1.53
C -1.34 0.86 -3.49
C -0.12 0.21 -4.12
N 0.21 -1.06 -3.45
C 1.60 -1.42 -3.73
C -0.63 -2.12 -4.03
H -0.42 3.13 -2.63
H 0.84 1.96 -2.22
H -0.14 2.66 -0.95
H -2.76 2.56 -2.10
H -2.27 1.99 -0.50
H -3.16 0.90 -1.58
H -1.59 1.77 -4.07
H -2.19 0.18 -3.56
H 0.73 0.89 -4.05
H -0.31 0.04 -5.19
H 1.75 -1.64 -4.80
H 1.87 -2.31 -3.16
H 2.28 -0.61 -3.46
H -0.44 -2.21 -5.11
H -1.69 -1.90 -3.88
H -0.40 -3.07 -3.56
C -3.69 1.72 2.41
C -3.49 0.34 1.80
N -2.12 0.17 1.31
C -1.10 1.05 1.68
N -0.02 0.95 0.96
C 1.14 1.73 1.37
C 0.74 3.06 2.01
C -0.20 2.75 3.17
N -1.30 1.93 2.69
C -2.56 1.98 3.39
H -4.65 1.77 2.93
H -3.67 2.48 1.63
H -4.18 0.20 0.96
H -3.72 -0.42 2.56
H -1.78 -0.78 1.49
H 1.76 1.89 0.49
H 1.73 1.14 2.09
H 0.22 3.68 1.29
H 1.61 3.59 2.36
H -0.62 3.67 3.59
H 0.33 2.22 3.97
H -2.65 2.97 3.84
H -2.57 1.24 4.20
Cl -2.74 -3.31 1.05
Si -2.46 -2.70 -0.89
Cl -3.09 -4.29 -1.98
Cl 0.24 -3.46 -1.16
```

HOMO-LUMO gap (alpha / beta) ... 7.1531 / 4.4672 eV
LUMO level (alpha / beta) ... -3.116 / -5.793 eV
Total charge ... +1
2S+1 ... 8